(1)
{"formula": "C18H20FNO3", "method": "ωB97M-V/def2-TZVPD", "elements": ["F", "O", "O", "O", "N", "C", "C", "C", "C", "C", "C", "C", "C", "C", "C", "C", "C", "C", "C", "C", "C", "C", "C", "H", "H", "H", "H", "H", "H", "H", "H", "H", "H", "H", "H", "H", "H", "H", "H", "H", "H", "H", "H"], "positions_angstrom": [[4.19, -3.93, 4.37], [-3.62, 0.74, -3.37], [-1.38, 2.60, -3.26], [2.54, 0.38, 1.43], [-0.04, -0.86, 1.68], [3.36, -3.10, 2.33], [-1.54, 1.62, -2.31], [-2.22, -1.40, 0.70], [1.62, 0.33, 0.36], [-0.83, 0.46, -0.28], [-1.94, -0.36, -0.36], [-3.59, 1.63, -4.46], [0.17, 0.33, 0.86], [3.77, -1.61, 4.18], [-2.82, -0.20, -1.42], [-2.65, 0.76, -2.41], [-0.29, 3.47, -3.16], [3.77, -2.88, 3.63], [-0.66, 1.45, -1.25], [2.92, -2.03, 1.57], [-1.44, -1.08, 1.97], [2.89, -0.75, 2.10], [3.32, -0.56, 3.42], [-0.38, 4.14, -4.01], [-3.69, -0.84, -1.49], [0.05, 1.19, 1.53], [4.10, -1.47, 5.20], [-4.46, 1.37, -5.06], [-1.92, -2.39, 0.33], [-2.68, 1.51, -5.05], [-1.51, -1.89, 2.69], [-3.67, 2.67, -4.14], [1.80, -0.53, -0.30], [2.62, -2.22, 0.55], [-1.83, -0.17, 2.43], [0.32, -1.68, 1.19], [1.82, 1.24, -0.21], [-3.29, -1.44, 0.90], [3.38, -4.10, 1.92], [3.31, 0.45, 3.82], [0.17, 2.13, -1.15], [-0.32, 4.06, -2.24], [0.66, 2.94, -3.22]], "lowdin_charge": [0.04, -0.07, -0.12, -0.03, -0.01, -0.01, -0.18, -0.13, -0.14, -0.12, -0.17, -0.08, -0.26, -0.01, 0.05, -0.19, -0.08, -0.29, 0.03, -0.03, -0.20, -0.28, 0.00, 0.10, 0.13, 0.16, 0.12, 0.09, 0.12, 0.09, 0.12, 0.09, 0.13, 0.11, 0.13, 0.11, 0.12, 0.12, 0.12, 0.12, 0.10, 0.10, 0.10], "relative_energy_ev": 1.525, "e_tot_ha": -1078.20057, "charge": 0}

***

(2)
{"formula": "C3H7NO3S2", "method": "ωB97M-V/def2-TZVPD", "elements": ["S", "S", "O", "O", "O", "N", "C", "C", "C", "H", "H", "H", "H", "H", "H", "H"], "positions_angstrom": [[0.98, 0.51, -1.31], [2.42, 0.12, -0.11], [1.34, 2.14, -1.55], [-0.40, 0.82, -0.49], [0.67, -0.14, -2.58], [0.07, -1.46, -0.40], [-0.94, -0.44, -0.09], [-1.23, -0.26, 1.37], [-0.21, 0.07, 2.14], [0.33, -1.85, 0.51], [0.80, 0.09, 1.67], [-0.23, 0.57, 3.11], [-2.27, -0.27, 1.72], [0.79, 2.66, -2.15], [-0.32, -2.11, -1.07], [-1.81, -0.47, -0.78]], "lowdin_charge": [0.41, 0.41, -0.28, -0.28, -0.34, -0.02, -0.45, -0.11, 0.02, 0.10, -0.01, 0.07, 0.11, 0.08, 0.11, 0.16], "relative_energy_ev": 1.636, "e_tot_ha": -1195.25257, "charge": 0}

***

(3)
{"formula": "C37H38FN6O4STi", "method": "ωB97M-V/def2-TZVPD", "elements": ["Ti", "S", "F", "O", "O", "O", "O", "N", "N", "N", "N", "N", "N", "C", "C", "C", "C", "C", "C", "C", "C", "C", "C", "C", "C", "C", "C", "C", "C", "C", "C", "C", "C", "C", "C", "C", "C", "C", "C", "C", "C", "C", "C", "C", "C", "C", "C", "C", "C", "C", "H", "H", "H", "H", "H", "H", "H", "H", "H", "H", "H", "H", "H", "H", "H", "H", "H", "H", "H", "H", "H", "H", "H", "H", "H", "H", "H", "H", "H", "H", "H", "H", "H", "H", "H", "H", "H", "H"], "positions_angstrom": [[-0.07, -0.68, 0.28], [1.38, -1.75, 2.87], [0.28, 5.86, 1.62], [1.84, -1.30, -0.10], [0.70, 1.01, 0.52], [3.89, -1.30, -0.97], [1.25, -2.26, 4.23], [-0.53, -2.66, -2.02], [0.13, -1.42, 2.15], [4.26, 2.77, -0.66], [-0.52, -2.63, -0.70], [-1.92, -0.08, 0.51], [-0.04, -0.37, -1.89], [-0.99, -6.48, 0.96], [3.43, 4.94, 0.07], [5.58, 3.35, -0.93], [0.28, 0.76, -2.53], [1.05, 3.75, 0.93], [-1.08, -4.08, 1.17], [0.06, -0.27, -4.67], [2.91, -0.72, -0.50], [4.08, 1.41, -0.72], [-2.75, -1.14, 1.01], [-0.57, -6.33, -0.36], [-4.35, -3.21, 1.96], [6.39, 2.53, -1.92], [-2.36, 1.94, 1.86], [-2.02, 2.11, -0.61], [-3.38, -2.01, 0.13], [1.87, 1.55, 0.18], [-0.41, -5.07, -0.91], [-1.24, -5.34, 1.72], [2.05, 2.95, 0.35], [4.69, 5.62, -0.41], [-4.10, 1.13, 0.27], [-2.59, 1.25, 0.51], [-0.28, -1.49, -2.62], [1.26, 5.10, 1.06], [-2.93, -1.32, 2.38], [5.40, 4.77, -1.44], [2.94, 0.78, -0.35], [-3.92, -2.52, 4.35], [-4.17, -3.06, 0.59], [-0.66, -3.92, -0.15], [2.41, 5.72, 0.64], [0.34, 0.87, -3.90], [-4.71, -4.08, -0.38], [-3.74, -2.34, 2.86], [-0.25, -1.44, -4.04], [3.26, 3.57, -0.08], [4.44, 6.60, -0.82], [-2.38, -0.70, 3.07], [-3.95, -4.83, -0.60], [6.14, 3.41, 0.02], [-0.36, -7.20, -0.96], [5.36, 5.80, 0.44], [0.60, 1.81, -4.36], [-4.30, 0.62, -0.68], [-5.00, -3.61, -1.32], [5.82, 2.35, -2.83], [-0.07, -4.95, -1.93], [0.13, 3.30, 1.27], [-5.58, -4.59, 0.04], [7.29, 3.09, -2.19], [-1.11, -7.46, 1.39], [4.81, 4.73, -2.37], [-2.99, -2.33, 4.88], [-4.60, 0.57, 1.06], [0.49, 1.62, -1.91], [6.37, 5.19, -1.69], [-4.25, -3.54, 4.59], [0.09, -0.22, -5.75], [-2.89, 1.43, 2.66], [-1.30, 1.93, 2.11], [-4.53, 2.13, 0.22], [-2.71, 2.98, 1.83], [-1.29, -3.21, 1.78], [6.72, 1.57, -1.52], [-0.45, -2.35, -4.57], [-4.95, -4.03, 2.33], [-3.21, -1.89, -0.94], [-2.18, 1.62, -1.58], [2.53, 6.79, 0.75], [-4.67, -1.83, 4.74], [4.88, 0.81, -1.12], [-1.57, -5.43, 2.75], [-0.96, 2.29, -0.48], [-2.53, 3.07, -0.63]], "lowdin_charge": [1.04, 0.79, 0.04, -0.16, -0.20, 0.04, -0.55, 0.05, -0.45, 0.01, -0.05, -0.09, 0.04, -0.11, -0.16, -0.33, -0.13, 0.06, -0.05, -0.09, -0.58, 0.01, -0.34, -0.11, -0.02, -0.05, -0.04, -0.05, -0.02, -0.26, -0.03, -0.08, -0.06, -0.15, -0.05, -0.59, -0.33, -0.28, -0.03, -0.16, -0.05, -0.05, -0.27, -0.24, 0.01, -0.07, -0.04, -0.27, -0.02, -0.07, 0.11, 0.11, 0.08, 0.16, 0.09, 0.12, 0.09, 0.09, 0.07, 0.10, 0.09, 0.10, 0.07, 0.08, 0.09, 0.13, 0.08, 0.08, 0.10, 0.11, 0.07, 0.10, 0.07, 0.07, 0.08, 0.09, 0.07, 0.08, 0.11, 0.11, 0.12, 0.08, 0.12, 0.08, 0.12, 0.10, 0.04, 0.09], "relative_energy_ev": 0.257, "s2": 2.051, "e_tot_ha": -3409.98137, "spin_multiplicity": 3, "charge": -1}

***

(4)
{"formula": "C4H11NS", "method": "ωB97M-V/def2-TZVPD", "elements": ["S", "N", "C", "C", "C", "C", "H", "H", "H", "H", "H", "H", "H", "H", "H", "H", "H"], "positions_angstrom": [[2.05, 0.10, -0.91], [-2.42, 0.56, 0.38], [-0.64, -0.58, -0.87], [0.45, 0.09, -0.06], [3.04, 0.54, 0.54], [-1.99, -0.69, -0.16], [4.00, 0.89, 0.20], [3.17, -0.35, 1.15], [0.58, -0.51, 0.84], [2.53, 1.33, 1.08], [-3.25, 0.55, 0.95], [-2.20, 1.36, -0.18], [-0.33, -1.61, -1.10], [0.18, 1.10, 0.22], [-0.69, -0.16, -1.88], [-1.79, -1.42, 0.64], [-2.67, -1.20, -0.86]], "lowdin_charge": [0.78, 0.00, -0.29, -0.54, -0.42, -0.31, 0.02, 0.03, 0.08, 0.03, 0.07, 0.07, 0.10, 0.07, 0.10, 0.11, 0.10], "relative_energy_ev": 0.368, "e_tot_ha": -611.92860, "charge": 0}